Record 1
A gas-phase ion, C9H13N2O3 (charge -1). Source: OMol25; level of theory: ωB97M-V/def2-TZVPD.

**E_HOMO (spin up / spin down)**: -2.10 / -2.19 eV
**E**: -685.871996 Ha
**Charge**: -1
**HOMO-LUMO gap (spin up / spin down)**: 5.68 / 5.76 eV

Each line ends with the Mulliken charge.
Positions of all 27 atoms, in Å:
C  -3.034  0.508  -0.743  -1.00
C  -2.997  -0.821  -0.824  0.87
C  -2.223  1.319  0.257  0.86
C  0.760  1.024  0.270  0.47
C  -1.361  0.645  1.252  -1.30
C  -0.323  -1.193  0.080  -0.84
C  -0.343  -2.265  1.026  -1.28
C  2.441  1.647  -1.232  -0.87
C  2.551  -0.564  -0.327  -0.93
N  -0.166  0.121  0.538  0.41
N  1.768  0.586  -0.695  0.07
O  -3.447  -1.884  -1.185  -0.50
O  -2.506  2.482  0.268  -0.63
O  0.733  2.191  0.710  -0.70
H  -3.463  1.093  -1.534  0.30
H  -1.246  1.245  2.118  0.41
H  -1.974  -0.130  1.644  0.45
H  0.145  -1.304  -0.912  0.51
H  -0.248  -3.244  0.453  0.27
H  -1.273  -2.295  1.594  0.33
H  0.440  -2.271  1.802  0.32
H  3.153  1.218  -2.058  0.24
H  1.609  2.282  -1.500  0.30
H  3.113  2.098  -0.417  0.27
H  2.508  -1.107  -1.213  0.45
H  3.470  -0.284  0.226  0.38
H  1.915  -1.094  0.401  0.13

=====

Record 2
A molecular structure, ArH22O11. Source: OMol25; level of theory: ωB97M-V/def2-TZVPD.

**E_HOMO**: -10.32 eV
**E**: -1368.341652 Ha
**Charge**: 0
**HOMO-LUMO gap**: 10.35 eV

Each line ends with the Mulliken charge.
Positions of all 34 atoms, in Å:
Ar  -0.144  0.193  -0.361  -0.01
O  -1.530  3.114  -2.693  -0.61
H  -1.860  2.702  -3.492  0.29
H  -1.163  2.391  -2.184  0.31
O  -2.363  -0.149  2.579  -0.67
H  -1.715  0.044  3.257  0.30
H  -2.389  0.641  2.040  0.31
O  -1.579  -2.875  2.298  -0.67
H  -1.901  -1.976  2.363  0.44
H  -0.821  -2.901  2.882  0.29
O  0.356  2.337  2.154  -0.61
H  0.137  1.680  2.815  0.25
H  1.305  2.267  2.053  0.32
O  3.313  -0.687  1.678  -0.72
H  4.150  -0.594  1.222  0.34
H  2.778  -1.221  1.090  0.44
O  1.596  -2.420  0.665  -0.69
H  0.705  -2.397  0.316  0.31
H  1.929  -3.282  0.417  0.28
O  0.524  3.978  -0.457  -0.60
H  0.048  4.767  -0.198  0.30
H  0.441  3.390  0.294  0.33
O  2.840  1.750  0.702  -0.61
H  3.006  0.844  0.963  0.42
H  3.674  2.053  0.343  0.24
O  -2.450  -1.657  -2.875  -0.62
H  -1.817  -0.945  -2.963  0.34
H  -1.934  -2.401  -2.564  0.30
O  -0.495  0.394  -3.526  -0.56
H  -0.607  0.544  -4.464  0.26
H  0.435  0.552  -3.366  0.27
O  -1.408  -3.128  -0.617  -0.57
H  -1.540  -2.930  0.310  0.31
H  -1.521  -4.076  -0.679  0.28